{"formula": "C16H24BMnN9SSe", "method": "wB97M-V/def2-TZVPD", "species": ["Mn", "C", "C", "N", "C", "C", "S", "C", "C", "N", "H", "H", "H", "H", "H", "H", "H", "H", "H", "H", "H", "H", "H", "H", "C", "C", "N", "N", "C", "B", "N", "C", "C", "C", "N", "N", "C", "C", "C", "N", "H", "H", "H", "H", "H", "H", "H", "H", "H", "H", "Se", "C", "N"], "positions_angstrom": [[0.297, 0.303, 0.760], [2.910, 0.294, -1.410], [2.078, -0.787, -2.118], [0.719, -0.890, -1.581], [0.201, -2.250, -1.601], [0.896, -3.164, -0.578], [1.369, -2.376, 1.003], [3.151, -2.031, 0.730], [3.539, -0.556, 0.820], [2.684, 0.329, 0.033], [2.635, 1.262, -1.823], [3.972, 0.130, -1.635], [2.563, -1.756, -2.008], [2.066, -0.568, -3.191], [0.096, -0.283, -2.099], [0.309, -2.716, -2.591], [-0.861, -2.200, -1.373], [1.800, -3.618, -0.982], [0.221, -3.977, -0.313], [3.433, -2.475, -0.223], [3.685, -2.563, 1.516], [4.591, -0.459, 0.519], [3.462, -0.250, 1.860], [2.840, 1.273, 0.366], [-1.064, 2.488, -3.043], [-0.020, 2.111, -2.195], [-0.490, 1.559, -1.079], [-1.834, 1.564, -1.190], [-2.202, 2.118, -2.357], [-2.787, 1.151, -0.039], [-2.661, -0.368, 0.252], [-3.631, -1.286, 0.130], [-3.161, -2.490, 0.618], [-1.858, -2.206, 1.029], [-1.564, -0.929, 0.798], [-2.390, 1.930, 1.219], [-3.172, 2.653, 2.041], [-2.374, 3.192, 3.027], [-1.088, 2.729, 2.724], [-1.108, 1.984, 1.627], [-1.000, 2.961, -4.007], [1.038, 2.246, -2.340], [-3.241, 2.225, -2.620], [-3.916, 1.393, -0.348], [-4.596, -1.034, -0.276], [-3.691, -3.424, 0.677], [-1.134, -2.853, 1.499], [-4.235, 2.723, 1.877], [-2.671, 3.818, 3.850], [-0.158, 2.913, 3.238], [3.108, 0.856, 4.790], [1.980, 0.706, 3.467], [1.263, 0.597, 2.548]], "e_lumo_ev": [0.433, 0.428], "gap_ev": [7.820, 7.871], "de_lowest_kcal_mol": 0.00, "multiplicity": 6, "homo_energy_ev": [-7.39, -7.44], "s_squared": 8.75}

{"formula": "C6H14O3Si", "method": "wB97M-V/def2-TZVPD", "species": ["C", "C", "C", "C", "C", "C", "O", "O", "O", "Si", "H", "H", "H", "H", "H", "H", "H", "H", "H", "H", "H", "H", "H", "H"], "positions_angstrom": [[2.938, -0.516, -1.009], [2.931, 0.287, 0.036], [3.967, 0.429, 1.050], [-1.060, -2.505, -0.904], [-3.598, -0.464, 1.894], [-2.067, 2.593, -0.821], [-0.936, -1.073, -1.045], [-2.685, -0.595, 0.917], [-1.867, 1.269, -1.137], [-1.545, 0.086, -0.043], [2.112, -0.554, -1.573], [3.787, -0.961, -1.298], [3.614, 0.106, 1.956], [4.331, 1.371, 1.383], [4.992, -0.123, 0.904], [-1.028, -2.817, -1.881], [-1.816, -2.952, -0.381], [-0.044, -2.791, -0.589], [-4.634, -0.239, 1.745], [2.009, 0.855, 0.238], [-3.218, -0.482, 2.892], [-1.872, 2.982, 0.260], [-3.017, 3.030, -1.243], [-1.293, 3.065, -1.351]], "e_lumo_ev": [-0.502, 0.570], "gap_ev": [7.319, 8.043], "de_lowest_kcal_mol": 118.81, "multiplicity": 1, "homo_energy_ev": [-7.82, -7.47]}

{"formula": "C6H11N", "method": "wB97M-V/def2-TZVPD", "species": ["C", "C", "C", "C", "C", "C", "N", "H", "H", "H", "H", "H", "H", "H", "H", "H", "H", "H"], "positions_angstrom": [[-1.386, 0.355, 1.812], [0.032, 0.908, 1.900], [0.149, -0.577, -1.041], [1.376, -1.445, -1.081], [-0.034, 0.501, -2.082], [-0.780, -0.686, -0.124], [-1.648, -0.626, 0.743], [-2.092, 1.178, 1.648], [0.084, 1.558, 2.776], [-1.661, -0.120, 2.758], [0.772, 0.107, 2.017], [0.316, 1.494, 1.019], [1.450, -2.090, -0.200], [1.371, -2.082, -1.973], [2.281, -0.826, -1.125], [-0.159, 0.073, -3.082], [-0.913, 1.115, -1.860], [0.842, 1.163, -2.104]], "smiles": "CCN=C=C(C)C", "e_lumo_ev": 0.968, "gap_ev": 9.235, "de_lowest_kcal_mol": 32.07, "multiplicity": 1, "homo_energy_ev": -8.27}

{"formula": "C33H73Cl9", "method": "wB97M-V/def2-TZVPD", "species": ["C", "C", "C", "C", "C", "C", "H", "H", "H", "H", "H", "H", "H", "H", "H", "H", "H", "H", "H", "H", "C", "C", "C", "C", "C", "C", "H", "H", "H", "H", "H", "H", "H", "H", "H", "H", "H", "H", "H", "H", "C", "C", "C", "C", "C", "C", "H", "H", "H", "H", "H", "H", "H", "H", "H", "H", "H", "H", "H", "H", "C", "C", "C", "C", "C", "C", "H", "H", "H", "H", "H", "H", "H", "H", "H", "H", "H", "H", "H", "H", "C", "C", "C", "C", "C", "C", "H", "H", "H", "H", "H", "H", "H", "H", "H", "H", "H", "H", "H", "H", "C", "Cl", "Cl", "Cl", "H", "C", "Cl", "Cl", "Cl", "H", "C", "Cl", "Cl", "Cl", "H"], "positions_angstrom": [[27.342, 6.916, 25.806], [26.457, 6.959, 24.495], [25.878, 5.635, 24.055], [25.254, 5.502, 22.632], [26.383, 5.365, 21.541], [25.827, 5.446, 20.143], [26.564, 6.929, 26.570], [27.960, 7.795, 25.992], [27.983, 6.037, 25.862], [25.706, 7.730, 24.667], [27.197, 7.306, 23.774], [25.068, 5.423, 24.753], [26.613, 4.838, 24.163], [24.573, 4.651, 22.652], [24.661, 6.390, 22.414], [27.066, 6.155, 21.854], [26.938, 4.441, 21.708], [25.472, 6.470, 20.031], [26.678, 5.459, 19.462], [25.103, 4.670, 19.897], [13.755, 7.903, 25.749], [12.244, 8.354, 25.926], [11.417, 7.705, 27.108], [9.891, 7.631, 27.004], [9.183, 7.136, 28.286], [7.704, 6.882, 28.144], [13.770, 6.824, 25.597], [14.288, 8.136, 26.671], [14.256, 8.425, 24.933], [12.091, 9.420, 26.092], [11.686, 8.149, 25.012], [11.745, 8.110, 28.066], [11.766, 6.676, 27.183], [9.588, 8.656, 26.793], [9.638, 6.949, 26.192], [9.786, 6.265, 28.542], [9.248, 8.003, 28.944], [7.525, 6.012, 27.512], [7.236, 6.400, 29.003], [7.142, 7.726, 27.745], [22.969, 1.305, 20.356], [22.161, 1.728, 21.603], [20.849, 2.457, 21.207], [20.990, 3.870, 20.689], [21.320, 4.934, 21.723], [20.010, 5.329, 22.437], [22.354, 1.129, 19.474], [23.662, 0.515, 20.645], [23.607, 2.160, 20.134], [22.131, 0.974, 22.390], [22.771, 2.463, 22.129], [20.221, 2.550, 22.093], [20.271, 1.849, 20.512], [21.708, 3.898, 19.869], [20.060, 4.170, 20.206], [22.004, 4.545, 22.478], [21.857, 5.836, 21.430], [20.268, 5.855, 23.356], [19.409, 6.038, 21.867], [19.387, 4.458, 22.640], [22.514, 7.573, 19.470], [21.298, 8.494, 19.551], [20.380, 8.476, 18.260], [19.390, 7.275, 18.233], [18.659, 7.199, 16.917], [17.826, 5.956, 16.604], [23.208, 7.805, 18.661], [22.049, 6.587, 19.476], [23.069, 7.726, 20.395], [20.683, 8.282, 20.426], [21.620, 9.527, 19.685], [20.994, 8.486, 17.359], [19.780, 9.376, 18.126], [19.884, 6.306, 18.305], [18.651, 7.227, 19.032], [18.098, 8.120, 16.760], [19.419, 7.322, 16.146], [17.030, 6.231, 15.913], [18.474, 5.300, 16.023], [17.306, 5.407, 17.389], [22.963, 9.443, 24.469], [22.013, 8.349, 23.958], [20.562, 8.989, 23.679], [19.738, 9.130, 24.955], [18.499, 10.138, 24.646], [17.441, 9.690, 23.680], [22.552, 10.409, 24.760], [23.632, 9.736, 23.660], [23.620, 9.249, 25.317], [22.233, 7.961, 22.963], [21.930, 7.475, 24.604], [19.884, 8.463, 23.007], [20.648, 9.872, 23.045], [19.387, 8.117, 25.154], [20.432, 9.567, 25.672], [17.909, 10.269, 25.553], [18.773, 11.170, 24.428], [16.953, 8.759, 23.967], [16.766, 10.535, 23.541], [17.906, 9.573, 22.701], [26.489, 11.387, 25.025], [26.384, 10.565, 23.425], [26.544, 10.150, 26.363], [25.204, 12.623, 25.262], [27.443, 11.907, 24.933], [21.368, 14.248, 25.257], [21.156, 13.642, 23.624], [22.383, 15.696, 25.243], [21.912, 12.908, 26.221], [20.444, 14.518, 25.768], [22.752, 8.173, 28.633], [24.105, 7.547, 29.651], [22.687, 9.897, 28.738], [21.270, 7.475, 29.327], [22.910, 7.936, 27.581]], "e_lumo_ev": [2.104, 2.101], "gap_ev": [2.180, 8.381], "charge": -1, "multiplicity": 2, "homo_energy_ev": [-0.08, -6.28], "s_squared": 0.75}

{"formula": "C10H14FNO2P", "method": "wB97M-V/def2-TZVPD", "species": ["C", "P", "C", "C", "C", "C", "O", "O", "C", "C", "N", "C", "C", "C", "F", "H", "H", "H", "H", "H", "H", "H", "H", "H", "H", "H", "H", "H", "H"], "positions_angstrom": [[2.875, -1.186, 0.714], [1.410, 0.016, 1.054], [2.180, 1.724, 0.790], [-0.042, -0.334, -0.085], [-0.425, -1.794, -0.557], [0.373, -3.108, -0.090], [1.376, -3.568, -0.671], [-0.161, -3.795, 1.044], [-1.638, -2.074, -1.523], [-2.436, -0.840, -1.978], [-2.127, 0.484, -1.522], [-1.013, 0.788, -0.628], [-0.875, 2.341, -0.241], [-1.187, 2.495, 1.329], [-2.357, 3.361, 1.453], [3.865, -0.593, 0.741], [2.867, -2.086, 1.410], [2.749, -1.489, -0.396], [3.281, 1.641, 1.128], [2.092, 2.099, -0.283], [1.702, 2.467, 1.536], [-1.134, -3.911, 0.960], [-1.904, -3.125, -1.884], [-3.306, -0.979, -2.697], [-2.731, 1.252, -1.876], [0.117, 2.805, -0.576], [-1.694, 2.942, -0.796], [-0.355, 2.996, 1.924], [-1.502, 1.471, 1.721]], "smiles": "CP(C)c1c(C(=O)O)cc[nH+]c1CCF", "e_lumo_ev": -5.069, "gap_ev": 6.697, "charge": 1, "multiplicity": 1, "homo_energy_ev": -11.77}

{"formula": "C50H50Cl2N2O15", "method": "wB97M-V/def2-TZVPD", "species": ["C", "C", "C", "C", "C", "C", "C", "C", "C", "C", "C", "C", "C", "C", "C", "N", "O", "C", "C", "C", "C", "C", "C", "C", "C", "C", "C", "C", "C", "C", "O", "N", "C", "Cl", "C", "C", "Cl", "C", "O", "H", "H", "H", "H", "H", "H", "H", "H", "H", "H", "H", "H", "H", "H", "H", "H", "H", "H", "H", "H", "H", "H", "H", "H", "H", "H", "H", "H", "H", "H", "H", "H", "H", "H", "H", "H", "H", "H", "C", "C", "C", "O", "C", "C", "C", "O", "O", "O", "H", "H", "H", "H", "C", "C", "C", "O", "C", "C", "C", "O", "O", "O", "H", "H", "H", "H", "C", "C", "C", "O", "C", "C", "C", "O", "O", "O", "H", "H", "H", "H"], "positions_angstrom": [[4.169, 0.419, -1.870], [3.198, 0.623, -0.731], [3.738, 1.242, 0.530], [1.929, 0.252, -0.845], [0.884, 0.439, 0.222], [-0.341, -0.441, -0.102], [-1.299, -0.692, 1.085], [-1.409, 0.603, 1.917], [-2.700, -1.009, 0.573], [-2.815, -2.319, -0.241], [-2.795, -2.158, -1.752], [-1.767, -2.764, -2.499], [-0.655, -3.585, -1.876], [-0.953, -5.110, -1.995], [-1.936, -5.556, -0.949], [-1.450, -5.612, 0.361], [-3.062, -5.881, -1.200], [-1.720, -2.632, -3.909], [-0.637, -3.239, -4.762], [-2.749, -1.925, -4.503], [-3.786, -1.374, -3.778], [-3.837, -1.441, -2.393], [-4.959, -0.759, -1.630], [-5.070, 0.734, -1.893], [-4.016, 1.628, -1.658], [-4.150, 2.989, -1.914], [-5.332, 3.514, -2.436], [-6.384, 2.634, -2.689], [-6.252, 1.277, -2.410], [-4.737, -0.760, -4.753], [-5.889, -0.508, -4.664], [-3.989, -0.632, -5.964], [-3.861, 0.605, -6.598], [-4.985, 0.913, -7.902], [-3.001, 1.566, -6.288], [-2.921, 2.890, -6.978], [-1.872, 1.326, -4.994], [-2.957, -1.603, -5.955], [-2.471, -2.094, -6.918], [3.795, 0.871, -2.783], [5.128, 0.869, -1.632], [4.346, -0.639, -2.051], [4.658, 1.754, 0.287], [3.033, 1.951, 0.957], [3.933, 0.495, 1.294], [1.623, -0.235, -1.764], [0.573, 1.480, 0.188], [1.296, 0.202, 1.200], [-0.902, 0.094, -0.869], [0.060, -1.370, -0.493], [-0.914, -1.504, 1.692], [-2.377, 0.606, 2.413], [-0.618, 0.697, 2.650], [-1.406, 1.468, 1.259], [-3.412, -1.016, 1.397], [-2.976, -0.188, -0.070], [-3.774, -2.778, 0.004], [-2.050, -3.001, 0.089], [0.240, -3.398, -2.454], [-0.422, -3.293, -0.862], [-0.021, -5.659, -1.891], [-1.373, -5.257, -2.979], [-2.234, -5.433, 0.981], [-0.751, -4.902, 0.546], [0.353, -3.030, -4.372], [-0.696, -2.831, -5.761], [-0.785, -4.309, -4.874], [-4.859, -0.950, -0.571], [-5.905, -1.203, -1.939], [-3.061, 1.295, -1.283], [-3.329, 3.664, -1.718], [-5.438, 4.568, -2.632], [-7.316, 2.979, -3.110], [-7.077, 0.619, -2.625], [-2.034, 3.413, -6.644], [-2.839, 2.718, -8.047], [-3.816, 3.455, -6.744], [-0.236, -1.275, 6.095], [-0.369, -1.440, 7.418], [-1.606, -2.048, 8.025], [-1.635, -2.177, 9.234], [-2.688, -2.442, 7.139], [-2.555, -2.273, 5.817], [-1.309, -1.689, 5.211], [-1.266, -1.588, 3.997], [-3.498, -2.604, 4.943], [0.564, -1.087, 8.291], [0.648, -0.842, 5.649], [-3.578, -2.863, 7.585], [-3.143, -2.377, 4.063], [0.213, -1.319, 9.172], [5.515, -1.395, 3.981], [5.878, -2.067, 5.082], [7.265, -1.963, 5.657], [7.503, -2.594, 6.669], [8.235, -1.124, 4.975], [7.873, -0.455, 3.872], [6.479, -0.540, 3.312], [6.228, 0.115, 2.317], [8.701, 0.329, 3.194], [5.056, -2.867, 5.748], [4.521, -1.461, 3.561], [9.232, -1.068, 5.387], [8.182, 0.689, 2.448], [5.571, -3.220, 6.499], [5.352, 7.271, 0.157], [5.443, 6.026, -0.330], [4.259, 5.098, -0.368], [4.425, 3.990, -0.842], [2.993, 5.569, 0.164], [2.903, 6.813, 0.654], [4.080, 7.750, 0.670], [3.905, 8.867, 1.118], [1.783, 7.315, 1.158], [6.568, 5.515, -0.815], [6.195, 7.946, 0.187], [2.154, 4.888, 0.145], [1.996, 8.227, 1.434], [6.350, 4.608, -1.102]], "smiles": "CC(C)=CCC[C@@H](C)CCc1c(CCC(N)=O)c(C)c2c(c1Cc1ccccc1)C(=O)N(/C(Cl)=C(/C)Cl)C2=O.O=C1C=C(O)C(=O)C=C1O.O=C1C=C(O)C(=O)C=C1O.O=C1C=C(O)C(=O)C=C1O", "e_lumo_ev": -1.777, "gap_ev": 6.932, "de_lowest_kcal_mol": 0.00, "multiplicity": 1, "homo_energy_ev": -8.71}

{"formula": "CH3FNOPS", "method": "wB97M-V/def2-TZVPD", "species": ["C", "N", "O", "F", "P", "S", "H", "H", "H"], "positions_angstrom": [[0.566, 1.313, -0.156], [0.340, 1.212, -1.590], [1.390, 2.005, 0.379], [2.085, 0.623, -3.155], [-0.462, 0.055, 0.863], [1.317, 2.019, -2.710], [-0.526, 0.780, -1.930], [-0.186, -0.894, -0.079], [0.544, -0.442, 1.662]], "smiles": "O=C(P)NSF", "e_lumo_ev": 0.165, "gap_ev": 9.782, "de_lowest_kcal_mol": 7.97, "multiplicity": 1, "homo_energy_ev": -9.62}

{"formula": "H12NaO6", "method": "wB97M-V/def2-TZVPD", "species": ["Na", "O", "H", "H", "O", "H", "H", "O", "H", "H", "O", "H", "H", "O", "H", "H", "O", "H", "H"], "positions_angstrom": [[-0.209, -0.088, 0.162], [-2.256, 1.376, 0.760], [-2.903, 1.059, 1.405], [-2.773, 1.550, -0.037], [-0.494, -1.938, 1.637], [-1.013, -2.649, 2.033], [0.158, -1.695, 2.313], [1.376, -0.498, -1.856], [2.328, -0.653, -1.932], [1.193, 0.231, -2.466], [1.805, -0.154, 1.502], [2.444, -0.725, 1.054], [2.290, 0.649, 1.734], [-1.188, -1.784, -1.497], [-1.675, -1.367, -2.221], [-0.284, -1.886, -1.833], [0.326, 2.622, 0.051], [-0.316, 3.099, -0.491], [1.190, 2.853, -0.316]], "e_lumo_ev": -3.415, "gap_ev": 11.788, "charge": 1, "de_lowest_kcal_mol": 5.95, "multiplicity": 1, "homo_energy_ev": -15.20}